No. 1
4 unconnected molecules or ions with the total composition C2H12O3S2. Source: the OMol25 dataset; level of theory: ωB97M-V/def2-TZVPD.

Each line ends with the natural charge from an NBO analysis.
Cartesian coordinates (Å):
C  -1.35534  2.09417  1.01065  -0.604
C  -0.64315  2.23282  2.37071  -0.587
S  -0.11300  0.85537  3.30898  0.216
S  1.04700  -0.32835  1.99032  -0.347
H  -1.88250  2.99164  0.97802  0.215
H  -0.68705  1.96744  0.10116  0.220
H  -2.00464  1.21770  1.05035  0.201
H  0.16901  2.88359  2.10664  0.214
H  -1.35475  2.84179  2.96140  0.236
H  1.24844  -0.44836  0.56096  0.234
O  2.03554  -2.93703  -2.57569  -0.932
H  2.01526  -3.60103  -3.26334  0.468
H  1.60572  -3.49837  -1.81386  0.465
O  -0.41603  -1.59499  -0.45628  -0.965
H  -0.80542  -1.09869  0.30297  0.492
H  -0.69270  -2.48691  -0.42333  0.477
O  0.53257  -0.13945  -3.02621  -0.961
H  -0.10570  -0.50876  -2.43255  0.482
H  1.40673  -0.44257  -2.75092  0.478

* SMILES: CCSS.O.O.O
* energy relative to the best compared isomer or geometry (same formula, charge and spin): 58.58 kcal/mol
* 2S+1: 1

No. 2
C2HCl2NS in the gas phase. Source: the OMol25 dataset; level of theory: ωB97M-V/def2-TZVPD.

Each line ends with the natural charge from an NBO analysis.
Cartesian coordinates (Å):
N  2.86684  -0.23859  2.06660  -0.227
C  2.29642  0.11952  1.13842  0.178
C  1.91452  0.46254  -0.21586  -0.265
S  0.06805  0.78236  -0.33902  0.094
Cl  2.90116  1.91702  -0.63607  0.051
Cl  2.33534  -0.98080  -1.23593  0.041
H  0.07916  -0.39763  -0.81273  0.128

* SMILES: N#CC(S)(Cl)Cl
* energy relative to the best compared isomer or geometry (same formula, charge and spin): 13.04 kcal/mol
* 2S+1: 1

No. 3
A gas-phase ion, C2H10N4O (charge +2). Source: the OMol25 dataset; level of theory: ωB97M-V/def2-TZVPD.

Each line ends with the natural charge from an NBO analysis.
Cartesian coordinates (Å):
C  2.33586  -0.46548  0.36820  -0.234
O  1.10265  -0.40663  -0.42826  -0.327
N  0.08984  0.30529  0.04923  0.028
N  0.17369  1.86149  -0.26325  -0.533
C  -1.05115  -0.47997  -0.04029  0.653
N  -1.04794  -1.76446  -0.42312  -0.699
N  -2.23545  0.04309  0.29171  -0.741
H  2.84425  -0.98679  -0.43588  0.256
H  2.06657  -1.08558  1.13715  0.207
H  2.58852  0.42032  0.80985  0.202
H  0.45591  1.91531  -1.19263  0.448
H  0.86648  2.33624  0.30317  0.469
H  -0.67247  2.38622  -0.20502  0.458
H  -1.69691  -2.46463  -0.08754  0.466
H  -0.22988  -2.14142  -0.89400  0.455
H  -3.15651  -0.35812  0.24274  0.463
H  -2.43345  0.88512  0.76793  0.429

* SMILES: CO[N+]([NH3+])=C(N)N
* charge: +2
* energy relative to the best compared isomer or geometry (same formula, charge and spin): 45.87 kcal/mol
* 2S+1: 1

No. 4
8 unconnected molecules or ions with the total composition C15H24F3N4O19. Source: the OMol25 dataset; level of theory: ωB97M-V/def2-TZVPD.

Each line ends with the natural charge from an NBO analysis.
Cartesian coordinates (Å):
C  -7.39029  15.91465  -1.32804  -0.726
C  -7.36827  17.38240  -1.13225  0.713
O  -7.54383  18.12054  -2.11485  -0.787
O  -7.12903  17.97147  -0.06900  -0.788
H  -6.39382  15.47599  -1.27571  0.197
H  -8.00681  15.56153  -2.15467  0.204
H  -7.88371  15.42377  -0.48919  0.211
C  -11.44424  14.66343  -0.71234  -0.116
C  -11.29209  13.21224  -1.08245  0.447
O  -12.09656  12.56999  -0.03113  -0.499
C  -12.22719  13.37390  0.98785  0.977
O  -12.77280  13.11131  2.06698  -0.592
O  -11.66024  14.55672  0.65896  -0.482
F  -9.99941  12.99112  -1.05792  -0.318
H  -12.36447  14.96986  -1.20971  0.168
H  -10.66354  15.34484  -1.05039  0.251
H  -11.65409  13.01549  -2.09158  0.160
C  -12.30829  13.42509  -5.99081  -0.137
C  -13.21462  13.55078  -4.75800  0.438
O  -12.45599  14.40618  -4.00153  -0.495
C  -11.17395  14.37802  -4.31748  0.968
O  -10.23713  14.85358  -3.60651  -0.588
O  -11.06801  13.89010  -5.52892  -0.450
F  -13.33215  12.39714  -4.11980  -0.327
H  -12.69225  13.91279  -6.88681  0.208
H  -12.12376  12.38143  -6.24541  0.217
H  -14.21896  13.90727  -4.98672  0.173
C  -7.30392  13.14738  3.07778  -0.119
C  -8.23038  13.07181  1.90168  0.436
O  -8.42183  14.46458  1.61502  -0.506
C  -8.12284  15.24542  2.71732  0.976
O  -8.37220  16.45529  2.79091  -0.539
O  -7.58803  14.40147  3.62917  -0.493
F  -9.36313  12.52168  2.34059  -0.330
H  -6.29767  13.27740  2.67945  0.185
H  -7.42529  12.32171  3.77895  0.217
H  -7.76370  12.56272  1.05839  0.173
C  -6.96120  16.28560  -4.91625  -0.483
N  -7.14320  14.89685  -5.47216  0.532
O  -7.42159  14.80571  -6.66925  -0.413
O  -6.89757  13.95912  -4.71471  -0.387
H  -7.18456  16.92919  -5.76714  0.219
H  -5.95523  16.35640  -4.50261  0.241
H  -7.65838  16.37459  -4.08311  0.280
C  -4.36606  15.92962  1.09372  -0.487
N  -2.89375  15.74775  1.22954  0.527
O  -2.19370  16.44851  0.48090  -0.374
O  -2.58643  14.98135  2.13720  -0.391
H  -4.52698  16.21702  0.05468  0.251
H  -4.78298  16.75869  1.66550  0.259
H  -4.78328  14.95264  1.33772  0.208
C  -11.21111  17.83241  -3.16955  -0.489
N  -10.94226  19.35000  -3.18565  0.542
O  -9.91289  19.78316  -2.70625  -0.311
O  -11.80736  19.97230  -3.68981  -0.413
H  -10.86375  17.41415  -4.11427  0.226
H  -12.28914  17.69359  -3.08782  0.204
H  -10.80995  17.40548  -2.25036  0.239
C  -6.67428  19.17390  3.22514  -0.488
N  -8.13636  19.52420  3.04270  0.535
O  -8.38377  20.08396  1.96168  -0.354
O  -8.91266  19.24260  3.92450  -0.384
H  -6.59444  18.62094  4.16106  0.205
H  -6.17028  20.13371  3.33853  0.217
H  -6.32561  18.44525  2.49329  0.265

* charge: -1
* energy relative to the best compared isomer or geometry (same formula, charge and spin): 0.00 kcal/mol
* 2S+1: 1

| no. | HOMO-LUMO gap (eV) |
| --- | --- |
| 1 | 7.7 |
| 2 | 10.4 |
| 3 | 10.5 |
| 4 | 5.5 |